1.
C15H20ClNOS | wB97M-V/def2-TZVPD

The geometry in ORCA input format:
```
! wB97M-V def2-TZVPD RIJCOSX def2/J DEFGRID3
* xyz 0 1
O -0.2988 -1.4158 1.9484
C -0.0893 -1.6105 0.7623
C -1.0104 -2.5408 -0.0243
C -2.4487 -2.3750 0.4549
S -3.3391 -1.1252 -0.5411
C -2.2677 0.2769 -0.3179
C -1.6929 0.8622 -1.4373
C -0.8241 1.9283 -1.2943
C -0.5372 2.3996 -0.0234
Cl 0.5880 3.7007 0.1662
C -1.1336 1.8428 1.0975
C -2.0080 0.7840 0.9470
N 0.9526 -1.0396 0.1173
C 1.2365 -1.2790 -1.2869
C 2.6064 -0.8020 -1.7641
C 3.7823 -1.4482 -1.0294
C 4.1785 -0.7026 0.2416
C 3.1037 -0.7344 1.3225
C 1.7758 -0.1176 0.8785
H -0.9668 -2.3720 -1.0976
H -0.6785 -3.5624 0.1824
H -3.0300 -3.2847 0.3150
H -2.4668 -2.0851 1.5052
H -1.9297 0.4780 -2.4182
H -0.3646 2.3821 -2.1586
H -0.9139 2.2315 2.0792
H -2.4716 0.3447 1.8158
H 1.1819 -2.3569 -1.4741
H 0.4714 -0.7811 -1.9000
H 2.6809 0.2837 -1.6992
H 2.6609 -1.0636 -2.8237
H 3.5355 -2.4838 -0.7859
H 4.6459 -1.4644 -1.6981
H 5.0923 -1.1475 0.6419
H 4.4025 0.3369 -0.0106
H 2.9184 -1.7628 1.6383
H 3.4658 -0.1820 2.1913
H 1.9435 0.7913 0.2982
H 1.1902 0.1397 1.7639
*
```

For the HOMO-LUMO gap, the calculation gives 9.1731 eV. For the HOMO energy, the calculation gives -8.4 eV. The total energy comes out at -42775.8340 eV. Its SMILES is O=C(CCSc1ccc(Cl)cc1)N1CCCCCC1. The energy relative to the best compared isomer or geometry (same formula, charge and spin) comes out at 0.2412 eV.

---

2.
C27H63BN2O7Si | wB97M-V/def2-TZVPD

The geometry in ORCA input format:
```
! wB97M-V def2-TZVPD RIJCOSX def2/J DEFGRID3
* xyz 0 1
C -0.3087 -2.0897 3.6734
Si -1.5204 -0.7312 3.2212
C -0.7610 0.9875 3.3124
C -2.9009 -0.7407 4.5052
C -2.3631 -1.0129 1.5049
C -3.5888 -1.7643 1.7154
N -4.5834 -2.3042 1.9184
C -1.4704 -1.7438 0.4294
C -1.5175 -3.1901 0.5891
N -1.5808 -4.3303 0.7176
B 0.0289 -1.1927 0.3499
O 1.1062 -2.0500 0.3558
O 0.2882 0.1405 0.3013
H -0.1621 -2.8579 2.9152
H -0.5756 -2.5472 4.6239
H 0.6727 -1.6297 3.8232
H 0.1267 0.9862 3.9443
H -0.5200 1.4153 2.3416
H -1.4757 1.6652 3.7831
H -3.3185 -1.7441 4.5625
H -2.4508 -0.4789 5.4620
H -3.6658 -0.0235 4.2132
H -2.6683 -0.0477 1.0935
H -1.9293 -1.5431 -0.5484
H 1.1196 -2.6084 -0.4313
H -0.4980 0.6586 0.0863
C 6.8155 0.0246 2.7901
C 5.6963 -0.7118 3.5063
O 4.5124 0.0475 3.6573
C 3.8982 0.4905 2.4587
C 3.4773 -0.6272 1.5202
H 7.0559 0.9507 3.3141
H 7.7101 -0.5978 2.7488
H 6.5441 0.2841 1.7658
H 6.0131 -0.9565 4.5204
H 5.4823 -1.6636 3.0065
H 4.5463 1.2082 1.9408
H 3.0153 1.0457 2.7787
H 4.3319 -1.2068 1.1650
H 2.9705 -0.2130 0.6526
H 2.8016 -1.3128 2.0254
C -6.6293 -1.4825 -2.9490
C -5.3119 -1.0709 -2.3218
O -5.0706 0.3275 -2.3065
C -6.0065 1.1082 -1.5816
C -6.1023 0.7068 -0.1216
H -6.6898 -1.1211 -3.9763
H -6.7042 -2.5700 -2.9575
H -7.4935 -1.0907 -2.4101
H -4.4941 -1.4989 -2.9043
H -5.2252 -1.4803 -1.3078
H -6.9940 1.0799 -2.0557
H -5.6522 2.1362 -1.6636
H -6.4575 -0.3163 -0.0006
H -6.7860 1.3639 0.4169
H -5.1181 0.7709 0.3472
C -2.7785 -4.8185 -3.3890
C -4.2924 -4.9165 -3.3111
O -4.9661 -4.4416 -4.4641
C -4.6732 -5.1015 -5.6816
C -4.9990 -6.5853 -5.6777
H -2.4729 -3.7864 -3.5715
H -2.3354 -5.1554 -2.4511
H -2.3677 -5.4333 -4.1912
H -4.6518 -4.2931 -2.4913
H -4.5999 -5.9425 -3.0817
H -3.6264 -4.9385 -5.9635
H -5.2810 -4.5984 -6.4337
H -4.4070 -7.1341 -4.9444
H -4.7944 -7.0148 -6.6588
H -6.0520 -6.7434 -5.4410
C 9.4947 5.9003 4.6911
C 7.9996 5.6811 4.8505
O 7.2332 6.0770 3.7282
C 7.5255 5.4196 2.5094
C 7.3312 3.9135 2.5534
H 9.7056 6.9492 4.4788
H 10.0134 5.6180 5.6077
H 9.9121 5.3056 3.8776
H 7.6303 6.2874 5.6776
H 7.7900 4.6368 5.1094
H 8.5396 5.6663 2.1741
H 6.8418 5.8530 1.7794
H 8.0022 3.4331 3.2667
H 7.5257 3.4819 1.5707
H 6.3084 3.6690 2.8451
C 1.2535 2.7798 -3.7378
C 0.2082 1.9836 -2.9765
O -0.9526 2.7167 -2.6305
C -1.7020 3.2548 -3.7070
C -2.2338 2.2118 -4.6745
H 1.5559 3.6567 -3.1643
H 2.1327 2.1620 -3.9225
H 0.8818 3.1256 -4.7030
H 0.6300 1.6543 -2.0256
H -0.0636 1.0771 -3.5310
H -1.1157 4.0131 -4.2380
H -2.5380 3.7763 -3.2414
H -1.4311 1.6672 -5.1739
H -2.8382 2.6919 -5.4444
H -2.8551 1.4852 -4.1483
*
```

For the HOMO-LUMO gap, the calculation gives 9.7033 eV. For the HOMO energy, the calculation gives -9.6 eV. The total energy comes out at -54888.2516 eV. Its SMILES is C[Si](C)(C)[C@H](C#N)[C@H](C#N)B(O)O.CCOCC.CCOCC.CCOCC.CCOCC.CCOCC.

---

3.
C4H12N2O | wB97M-V/def2-TZVPD

The geometry in ORCA input format:
```
! wB97M-V def2-TZVPD RIJCOSX def2/J DEFGRID3
* xyz 0 1
C 0.8228 -1.1048 -0.8141
C 0.1075 0.0917 -0.2072
C 0.8074 1.4303 -0.3410
C 0.7248 2.3147 0.7488
N 1.4106 1.7481 -1.4511
N -0.1558 -2.1591 -0.8684
H 1.1890 -0.8556 -1.8122
H 1.6878 -1.3236 -0.1820
H -0.1055 -0.1192 0.8430
H -0.8568 0.2143 -0.7127
H 1.2410 3.2621 0.7196
H 0.1945 2.0345 1.6444
H 1.7140 2.7204 -1.4358
H -3.2241 0.5327 0.3531
H 0.2764 -3.0483 -1.0869
H -3.1524 -0.2155 0.4146
H -0.5593 -2.2324 0.0864
H -0.9191 -1.8323 2.4726
O -1.2028 -1.4581 1.6291
*
```

For the HOMO-LUMO gap, the calculation gives 3.3349 eV. For the HOMO energy, the calculation gives -7.8 eV. The total energy comes out at -9362.5914 eV. The energy relative to the best compared isomer or geometry (same formula, charge and spin) comes out at 8.6024 eV.

---

4.
C2H6N4O | wB97M-V/def2-TZVPD

The geometry in ORCA input format:
```
! wB97M-V def2-TZVPD RIJCOSX def2/J DEFGRID3
* xyz 0 1
N -1.1389 1.9207 -0.0111
N -0.0913 1.0555 -0.1644
C -0.3936 -0.2158 -0.0868
N -1.6703 -0.6825 0.0013
N 0.6091 -1.1309 -0.1245
C 1.7613 -0.6433 0.1819
O 2.8378 -1.4117 -0.0308
H -1.6022 1.7784 0.8897
H -0.8149 2.8839 -0.1091
H -1.7538 -1.6024 -0.4092
H -2.3036 0.0002 -0.4000
H 2.0246 0.2713 0.7330
H 2.5357 -2.2235 -0.4700
*
```

For the HOMO-LUMO gap, the calculation gives 8.7408 eV. For the HOMO energy, the calculation gives -7.7 eV. The total energy comes out at -10178.1724 eV. Its SMILES is N/N=C(N)/N=C/O. The energy relative to the best compared isomer or geometry (same formula, charge and spin) comes out at 1.8892 eV.

---

5.
C4H12NO | wB97M-V/def2-TZVPD

The geometry in ORCA input format:
```
! wB97M-V def2-TZVPD RIJCOSX def2/J DEFGRID3
* xyz 1 1
C -1.8324 -0.7215 0.6048
N -0.4905 -0.9936 -0.0351
C 0.6553 -0.0070 0.5299
C 1.9480 -0.6556 0.1407
C 0.1515 1.4511 0.0645
O -0.2710 1.1399 -1.2994
H -1.9764 -1.3562 1.5254
H -2.5854 -1.2539 -0.0113
H -1.8884 0.2877 0.9545
H -0.6810 -1.0189 -1.0253
H -0.0587 -1.8969 0.2838
H 0.5333 -0.0460 1.6144
H 2.7474 0.0434 0.3463
H 1.9672 -1.6404 0.5858
H 2.1170 -1.0925 -0.8434
H -0.7232 1.7611 0.6370
H 1.1013 1.9891 0.0532
H -0.6972 1.9747 -1.5644
*
```

For the HOMO-LUMO gap, the calculation gives 12.1264 eV. For the HOMO energy, the calculation gives -15.3 eV. The total energy comes out at -7872.1553 eV. Its SMILES is C[NH2+][C@@H](C)CO. The energy relative to the best compared isomer or geometry (same formula, charge and spin) comes out at 2.1357 eV.

---

6.
C7H8N2OS | wB97M-V/def2-TZVPD

The geometry in ORCA input format:
```
! wB97M-V def2-TZVPD RIJCOSX def2/J DEFGRID3
* xyz 0 1
C -0.8169 1.8448 0.1103
C -2.0550 1.3187 0.3331
C 0.2408 0.9548 -0.1145
C -0.0152 -0.4014 0.0084
C -1.3461 -0.8267 0.2053
C 1.6753 1.3290 -0.3498
C 1.2231 -1.2441 -0.4369
N -2.3587 0.0529 0.2500
N -1.6738 -2.1611 0.3991
O 3.1654 -0.2300 1.1819
S 2.6814 -0.2423 -0.1969
H -0.6601 2.8391 0.1652
H -2.7838 2.0528 0.2120
H 1.8755 1.8273 -1.3914
H 2.1730 1.8126 0.5038
H 1.2392 -2.2022 0.2265
H 0.9770 -1.4931 -1.5112
H -0.9758 -2.8821 0.2187
H -2.5654 -2.3488 0.1863
*
```

For the HOMO-LUMO gap, the calculation gives 9.2133 eV. For the HOMO energy, the calculation gives -8.6 eV. The total energy comes out at -23250.2474 eV. The energy relative to the best compared isomer or geometry (same formula, charge and spin) comes out at 1.2729 eV.

---

7.
C11H28BrF3O8SV | wB97M-V/def2-TZVPD

The geometry in ORCA input format:
```
! wB97M-V def2-TZVPD RIJCOSX def2/J DEFGRID3
* xyz 0 2
O -0.9492 0.1730 0.2742
V 0.5437 0.5306 0.1170
Br 0.3292 3.1056 0.0881
C 4.4513 2.3389 -0.0516
F 5.7484 2.4688 -0.3158
F 4.0893 3.1714 0.9129
F 3.7850 2.6457 -1.1628
S 4.1382 0.5885 0.4574
O 4.8226 -0.2095 -0.5524
O 4.6519 0.4941 1.8122
O 2.6723 0.4861 0.3935
C 0.7573 2.0908 4.1894
C 1.6497 1.1798 3.3285
C 2.3411 0.0656 4.0866
O 0.7567 0.5190 2.3762
H 0.5660 3.0124 3.6443
H 1.2478 2.3301 5.1323
H -0.1724 1.5506 4.3742
H 2.3815 1.7742 2.7869
H 1.6324 -0.6133 4.5693
H 3.0190 0.4736 4.8398
H 2.9652 -0.5321 3.4228
H 0.0480 0.1388 2.9057
C -5.0906 -0.2882 -2.2112
C -4.1308 -0.3351 -1.0325
C -4.7105 -0.8974 0.2597
O -2.9822 -1.1496 -1.3592
H -4.6674 0.1943 -3.0909
H -5.9645 0.3126 -1.9447
H -5.4194 -1.2958 -2.4764
H -3.7272 0.6718 -0.9037
H -5.1160 -1.8838 0.0146
H -5.5012 -0.2535 0.6488
H -3.9428 -0.9991 1.0224
H -3.3016 -2.0604 -1.3400
C 1.0225 -3.4310 -1.5987
C 0.1787 -2.6657 -0.5773
O 1.0308 -1.6433 -0.0025
H 2.0213 -3.7803 -1.3311
H 1.1175 -2.8189 -2.4980
H 0.5398 -4.3751 -1.8792
H -0.1113 -3.4002 0.1779
H -0.6738 -2.1745 -1.0339
H 1.7351 -2.1033 0.4680
C -1.1920 1.3630 -3.1293
C -0.1973 0.2377 -3.0885
O 0.7805 0.4180 -2.0357
H -1.7558 1.3937 -2.1931
H -1.9375 1.3122 -3.9230
H -0.7516 2.3577 -3.2204
H 0.3420 0.1244 -4.0313
H -0.6909 -0.7235 -2.9253
H 1.6210 0.1106 -2.3945
*
```

For the HOMO-LUMO gap (spin up / spin down), the calculation gives 8.8965 / 9.1724 eV. For the HOMO energy (spin up / spin down), the calculation gives -9.0 / -9.1 eV. The total energy comes out at -142961.6062 eV.